A structure of composition C20H15NO3, computed with ωB97M-V/def2-TZVPD.

The geometry in ORCA input format:
```
! RIJCOSX wB97M-V def2-TZVPD def2/J DEFGRID3
* xyz 0 1
O -2.20160 -0.95475 1.98407
C -1.70158 -0.84041 0.75656
N -2.46168 -0.34247 -0.32339
C -3.91804 -0.10917 -0.34681
C -4.72866 -0.16795 0.67584
C -6.13935 0.28676 0.77751
C -6.73956 0.52898 -0.33899
C -5.89458 0.59309 -1.77177
C -4.59708 0.23366 -1.65489
H -3.90060 0.09680 -2.46387
H -6.36242 0.98938 -2.59701
H -7.79371 1.03584 -0.67813
H -6.66163 0.25568 1.50910
H -4.29650 -0.12412 1.82440
H -2.18940 -0.46219 -1.33337
C -0.50934 -1.16580 0.51164
C 0.24158 -2.32580 1.11903
C 1.48088 -2.53467 0.86605
C 2.31801 -1.64144 -0.23609
C 1.55270 -0.66652 -0.73640
C 0.21723 -0.41470 -0.66324
H -0.31847 0.51283 -0.93426
H 2.11702 -0.03918 -1.54627
O 3.43651 -2.08251 -0.28734
C 4.49831 -1.07590 -0.94083
O 5.55385 -1.59202 -1.31250
C 4.37287 -0.05839 -0.14343
C 4.92290 1.34874 -0.90878
C 4.73286 2.43930 -0.27118
C 4.27064 2.67151 0.92697
C 3.75313 1.76519 1.55348
C 3.76913 0.33871 0.98375
H 3.46092 -0.41584 1.72816
H 3.28784 1.70696 2.55428
H 4.14824 3.65061 1.24692
H 5.25117 3.49934 -0.92271
H 5.36824 0.98944 -2.00633
H 2.02065 -3.26552 1.56323
H -0.36047 -2.66345 1.83662
*
```

## Properties
* total energy: -28601.5834 eV
* molar mass: 317.34 g mol⁻¹
* relative energy (zero: lowest compared OMol25 entry of this formula, charge and spin): 1527.8 kJ/mol